# 1
{
  "formula": "C2H4ClN4O2S",
  "method": "the ωB97M-V functional and the def2-TZVPD basis",
  "relative_energy_kj_mol": 0.0,
  "total_charge": 1,
  "smiles": "[NH2+]=c1[nH]cnn1S(=O)(=O)Cl",
  "species": ["N", "C", "N", "C", "N", "N", "S", "O", "O", "Cl", "H", "H", "H", "H"],
  "coordinates": [[-0.474875, 1.325794, 0.598930], [-0.569415, 0.104519, 0.179449], [0.303724, -0.926745, 0.082551], [-0.443358, -1.876265, -0.633609], [-1.620921, -1.499636, -0.914238], [-1.708711, -0.271739, -0.407790], [-3.315187, 0.457528, -0.436843], [-3.917922, -0.032163, -1.624514], [-2.955046, 1.792131, -0.144672], [-4.092746, -0.529828, 1.167696], [0.298296, 1.598017, 1.202969], [-1.401033, 1.791956, 0.507896], [1.090139, -1.274247, 0.525940], [-0.244287, -2.959212, -0.740291]],
  "forces_ev_per_a": [[0.59, 0.88, 1.10], [0.44, 0.21, 0.30], [-3.37, -0.55, -2.15], [0.12, -2.41, 0.28], [-0.21, -1.09, -0.45], [-1.45, 0.39, -0.64], [0.83, -2.26, -0.62], [0.24, 0.79, 1.19], [-1.04, 0.90, 0.26], [0.26, 0.83, -0.83], [-0.55, 0.29, -0.27], [1.28, 0.56, 0.55], [2.09, 0.40, 1.39], [0.75, 1.05, -0.11]],
  "nbo_charge": [-0.73, 0.63, -0.54, 0.19, -0.20, -0.46, 2.22, -0.77, -0.87, -0.08, 0.44, 0.45, 0.46, 0.26]
}



# 2
{
  "formula": "C6H37NO11S",
  "method": "the ωB97M-V functional and the def2-TZVPD basis",
  "relative_energy_kj_mol": 147.7,
  "smiles": "CCN(C)CCCS.O.O.O.O.O.O.O.O.O.O.O",
  "species": ["C", "C", "N", "C", "C", "C", "C", "S", "H", "H", "H", "H", "H", "H", "H", "H", "H", "H", "H", "H", "H", "H", "H", "O", "H", "H", "O", "H", "H", "O", "H", "H", "O", "H", "H", "O", "H", "H", "O", "H", "H", "O", "H", "H", "O", "H", "H", "O", "H", "H", "O", "H", "H", "O", "H", "H"],
  "coordinates": [[0.389533, 0.200730, 2.633518], [-0.990284, 0.489364, 2.051559], [-1.053372, 0.061485, 0.670314], [-0.323281, 0.932539, -0.246168], [-2.476683, -0.141430, 0.271315], [-2.691212, -0.430331, -1.203800], [-4.095631, -0.083856, -1.719358], [-4.330698, 1.481454, -2.569756], [0.974001, 1.120558, 2.730904], [0.313883, -0.053201, 3.673596], [1.064283, -0.450138, 2.100286], [-1.204451, 1.539887, 2.287352], [-1.745745, -0.028684, 2.649136], [0.683874, 1.077359, 0.150353], [-0.180762, 0.442134, -1.182682], [-0.749953, 1.931825, -0.327653], [-3.151194, 0.610419, 0.687777], [-2.767448, -1.065830, 0.769232], [-2.012546, 0.184649, -1.794100], [-2.347767, -1.407913, -1.535650], [-4.356401, -0.860363, -2.439891], [-4.777381, -0.311202, -0.894963], [-3.148262, 2.076881, -2.401529], [1.494133, -2.255395, 3.516069], [1.377560, -3.212487, 3.696293], [1.075113, -2.117914, 2.653457], [3.304563, 1.541690, -2.409035], [3.259480, 0.659269, -2.823981], [4.132496, 1.906236, -2.732016], [-2.389882, -3.115344, 1.932748], [-2.533353, -3.475750, 2.828948], [-1.657329, -3.650555, 1.639172], [2.597862, -1.180599, -3.129279], [2.043156, -1.122894, -2.335404], [3.378390, -1.737041, -2.908413], [-3.857628, 2.735661, 1.174160], [-3.004718, 2.459972, 1.480404], [-4.033881, 2.702449, 0.215619], [0.799038, 2.347504, -3.000499], [1.570551, 2.101923, -2.479054], [0.850013, 1.710493, -3.726393], [3.766877, -3.350488, -2.008649], [3.744032, -4.137922, -2.544381], [3.296062, -3.556778, -1.187616], [-0.112329, -2.457797, 0.375688], [-0.673887, -3.154905, 0.011537], [-0.730853, -1.688566, 0.553139], [3.458988, -1.255704, 1.196879], [4.168870, -1.892859, 1.080778], [3.171159, -1.581284, 2.091453], [2.580343, 2.160431, 0.912006], [2.712804, 1.262697, 1.236948], [2.455144, 2.139584, -0.038935], [0.824258, 5.020361, 0.131025], [0.208405, 4.270277, -0.003761], [1.702037, 4.609423, 0.241285]],
  "forces_ev_per_a": [[0.52, 1.81, 0.78], [0.62, -0.60, 0.72], [-1.51, 0.47, -0.60], [0.79, -0.16, 1.34], [0.21, -1.15, 0.35], [0.76, 1.62, -1.12], [0.32, -2.02, 0.36], [-0.56, 0.44, 0.14], [-0.10, 0.23, -0.42], [-0.10, -0.78, 0.38], [-0.42, -0.36, -0.41], [-0.10, 0.37, -0.71], [0.02, -0.41, -0.37], [-0.18, -0.05, 0.13], [-0.18, 0.00, -0.76], [-0.33, 0.13, -0.36], [0.11, 0.29, -0.48], [-0.20, 0.01, 0.40], [0.03, 0.28, 0.01], [-0.42, -0.48, 0.50], [-0.02, 0.17, -0.25], [-0.33, 0.85, -0.03], [0.28, -0.22, 0.22], [0.11, -1.23, 0.00], [0.18, 0.86, -0.16], [-0.17, -0.22, 0.15], [0.40, -0.45, 0.01], [-0.19, -0.08, 0.15], [0.00, 0.26, 0.09], [-0.48, -0.41, 1.09], [-0.22, 0.44, -0.50], [0.54, -0.05, -0.29], [0.39, 0.50, -0.06], [0.39, -0.35, -0.16], [-1.02, 0.20, 0.22], [-1.70, 0.66, 0.00], [0.71, -0.18, -0.65], [0.90, -0.24, 0.64], [-0.57, -0.31, -0.20], [0.35, 0.24, -0.07], [-0.13, 0.26, 0.05], [0.21, 0.16, 0.67], [-0.07, -0.45, -0.21], [0.07, 0.07, -0.32], [-0.47, -0.27, 0.03], [0.24, 0.19, -0.14], [0.97, -0.08, -0.16], [-0.30, -0.88, 1.57], [0.43, 0.16, -0.62], [-0.20, 0.75, -0.84], [-0.04, 0.53, 0.43], [0.13, -0.06, -0.43], [0.32, -0.45, -0.16], [0.00, -0.81, -0.08], [0.65, 0.63, 0.11], [-0.63, 0.15, 0.04]],
  "nbo_charge": [-0.64, -0.22, -0.48, -0.43, -0.26, -0.43, -0.54, -0.03, 0.22, 0.23, 0.20, 0.17, 0.21, 0.22, 0.21, 0.17, 0.20, 0.22, 0.21, 0.21, 0.22, 0.22, 0.13, -0.96, 0.47, 0.49, -0.99, 0.50, 0.48, -0.94, 0.47, 0.47, -0.98, 0.48, 0.51, -0.96, 0.48, 0.49, -0.96, 0.48, 0.46, -0.96, 0.48, 0.49, -1.00, 0.45, 0.51, -0.95, 0.47, 0.49, -0.96, 0.49, 0.48, -0.94, 0.47, 0.48]
}



# 3
{
  "formula": "C21H77FIO24PSSi3",
  "method": "the ωB97M-V functional and the def2-TZVPD basis",
  "species": ["C", "O", "C", "C", "C", "C", "C", "C", "C", "C", "Si", "I", "O", "Si", "F", "C", "C", "O", "Si", "C", "C", "C", "O", "C", "O", "C", "C", "C", "C", "C", "C", "P", "S", "H", "H", "H", "H", "H", "H", "H", "H", "H", "H", "H", "H", "H", "H", "H", "H", "H", "H", "H", "H", "H", "H", "H", "H", "H", "H", "H", "H", "H", "H", "H", "H", "H", "H", "H", "H", "H", "H", "H", "O", "H", "H", "O", "H", "H", "O", "H", "H", "O", "H", "H", "O", "H", "H", "O", "H", "H", "O", "H", "H", "O", "H", "H", "O", "H", "H", "O", "H", "H", "O", "H", "H", "O", "H", "H", "O", "H", "H", "O", "H", "H", "O", "H", "H", "O", "H", "H", "O", "H", "H", "O", "H", "H", "O", "H", "H"],
  "coordinates": [[-6.401419, 0.944173, 5.783394], [-6.893172, 2.148059, 5.139755], [-7.534811, 1.834606, 3.873357], [-6.553609, 1.152789, 2.795106], [-5.350689, 2.125817, 2.333478], [-4.277299, 1.301467, 1.466885], [-4.612410, 1.300095, -0.131728], [-4.421304, -0.183112, -0.786447], [-3.431116, -0.206507, -2.055098], [-2.169936, -1.241736, -1.873784], [-0.585753, -0.260751, -2.304821], [-1.043310, 0.789246, -4.539702], [0.839480, -1.230294, -2.510089], [1.388877, -1.944725, -1.040132], [0.231149, -1.606264, 0.189817], [1.323853, -3.858743, -1.319092], [2.777578, -4.431944, -1.745974], [3.422158, -3.660925, -2.792169], [3.270537, -4.450282, -4.352160], [3.954592, -3.157266, -5.631260], [4.441724, -5.970916, -4.372332], [1.469879, -4.978637, -4.764818], [3.030376, -1.587409, -0.617624], [3.143433, -0.509579, 0.304630], [2.606478, -0.467192, 1.448444], [4.068141, 0.758766, -0.070943], [5.174463, 1.091202, 1.003831], [6.147732, 2.296827, 0.877072], [5.970805, 3.196006, -0.402758], [4.904964, 2.846498, -1.492424], [3.910863, 1.601878, -1.355708], [-0.361243, 1.421029, -0.887558], [0.704322, 2.894525, -1.611796], [-6.625304, 0.965437, 6.911867], [-5.272066, 0.866887, 5.619396], [-6.900204, 0.017509, 5.322304], [-7.911685, 2.821124, 3.422058], [-8.441806, 1.124449, 3.999305], [-6.081685, 0.170791, 3.150238], [-7.173238, 0.903777, 1.847950], [-4.809711, 2.485766, 3.291083], [-5.768747, 3.057455, 1.821891], [-3.259019, 1.827999, 1.606516], [-4.242468, 0.239081, 1.901819], [-5.719309, 1.629194, -0.198536], [-3.983878, 2.092475, -0.672525], [-5.479765, -0.465695, -1.165366], [-4.170496, -0.966489, 0.016263], [-3.004060, 0.864469, -2.165002], [-4.033371, -0.413472, -3.008894], [-2.399375, -2.107310, -2.601714], [-2.223265, -1.611834, -0.795154], [0.485135, -4.167495, -2.028028], [1.108510, -4.324536, -0.280982], [3.482824, -4.493005, -0.832080], [2.634698, -5.518060, -2.097875], [3.364557, -2.188554, -5.423865], [5.042482, -2.956126, -5.331046], [3.833812, -3.544439, -6.698168], [4.598787, -6.295653, -5.468046], [3.968847, -6.818180, -3.746218], [5.483209, -5.719148, -3.932471], [0.787449, -4.060472, -4.649788], [1.463308, -5.361651, -5.846392], [1.128572, -5.822630, -4.048295], [5.286275, 0.432956, 1.927337], [6.923444, 2.506770, 1.691584], [6.670900, 4.106485, -0.472508], [4.879624, 3.566182, -2.390510], [3.130368, 1.351497, -2.153606], [0.139833, 0.962402, 0.389807], [-1.689176, 1.926187, -0.621105], [2.017751, 5.263435, 0.758508], [1.660697, 4.528354, 0.239499], [2.640543, 5.691790, 0.158832], [-10.270874, -0.095022, 3.629149], [-10.235812, -1.045509, 3.464397], [-11.023778, 0.011691, 4.223664], [1.838239, 1.168644, -7.410374], [1.861231, 0.216737, -7.567148], [1.086420, 1.289631, -6.816797], [-1.660495, 3.477500, 1.241538], [-0.957236, 4.028596, 0.873798], [-1.408903, 3.367269, 2.169793], [-1.233960, -3.773252, 1.270595], [-0.539428, -3.212211, 0.906079], [-0.980910, -3.882127, 2.194230], [7.735838, 5.697286, 0.374577], [8.432547, 6.258871, 0.009805], [7.986829, 5.585106, 1.300351], [3.336363, -5.772688, -7.840042], [2.989732, -6.512290, -8.354718], [3.945833, -5.331958, -8.445547], [-3.719385, -2.283403, 2.630180], [-4.040181, -2.999859, 3.190478], [-3.018841, -2.694383, 2.103033], [5.729839, 7.987879, -0.800030], [6.186712, 7.284675, -0.317809], [4.870559, 8.048909, -0.365473], [-5.096137, 3.290966, -2.281077], [-4.341011, 3.801700, -2.600334], [-5.680545, 3.234771, -3.047580], [5.837697, -2.127618, 1.717922], [4.972262, -1.788747, 1.457297], [6.047663, -2.777846, 1.033851], [8.776060, -2.084056, 0.553117], [9.229459, -2.788161, 1.032555], [7.915006, -2.021726, 0.986973], [0.138282, 3.849286, 3.415261], [0.841637, 4.400290, 3.043530], [0.390568, 3.740352, 4.340429], [-0.252380, -2.243303, 3.108764], [0.444088, -1.681862, 2.739421], [0.001427, -2.351461, 4.034415], [-7.608268, -2.168245, 5.633720], [-7.929689, -2.894591, 6.182342], [-6.899572, -2.565254, 5.111891], [3.630103, -4.320931, 1.129934], [3.995475, -4.676250, 1.950673], [3.117479, -3.553120, 1.415576], [-7.139607, 3.090651, 8.711730], [-6.381723, 3.595144, 8.392022], [-7.722472, 3.034049, 7.943455], [6.048549, 0.563122, -3.580170], [6.050828, 1.142499, -2.809005], [5.707003, -0.272150, -3.237173], [-0.685098, 6.786523, 1.976339], [-1.021182, 6.064653, 2.523346], [0.015424, 6.376803, 1.451618]],
  "forces_ev_per_a": [[0.08, -0.62, -0.01], [-0.36, -1.15, -0.48], [-0.20, -0.58, -1.19], [0.21, 0.74, -0.67], [0.18, -0.68, 0.99], [0.09, 0.92, -0.31], [-0.26, -0.55, 1.27], [-1.21, 0.52, -0.41], [0.21, 0.62, 0.57], [-1.70, -0.01, -0.43], [-0.48, -2.08, -1.79], [0.33, -0.34, 0.77], [-0.69, 1.01, 3.23], [-0.63, -2.28, -1.42], [2.12, 0.04, -1.88], [0.84, -0.18, 1.02], [-0.01, -0.71, 0.50], [-1.23, -1.33, -0.88], [1.01, 0.69, -0.16], [-0.33, 0.28, 1.02], [0.40, -0.48, 0.18], [-0.25, -0.11, 0.35], [-2.20, 2.43, 1.61], [0.18, 2.27, 2.33], [1.62, -1.29, -4.21], [2.01, 1.57, -0.64], [0.17, 2.31, -2.10], [-3.65, -1.24, -3.20], [-1.84, -2.97, 0.73], [0.45, -1.45, 2.89], [3.19, 0.92, 2.95], [-0.30, 1.57, 1.36], [0.41, 0.29, -0.18], [0.32, 0.14, -1.74], [-1.41, 0.03, 0.29], [0.72, 1.39, 0.89], [0.60, -1.34, 0.84], [1.49, 1.23, 0.10], [-0.81, 1.36, -0.29], [0.80, 0.30, 1.56], [-0.92, -0.48, -1.43], [0.65, -1.29, 0.46], [-1.52, -1.11, -0.19], [0.10, 1.51, -0.76], [1.84, -0.55, -0.24], [-0.99, -1.30, 0.88], [1.75, 0.22, 0.56], [-0.10, 1.25, -1.19], [-0.88, -1.59, 0.03], [1.16, 0.20, 1.34], [0.83, 1.12, 1.26], [0.39, 0.33, -1.47], [1.17, 0.55, 0.88], [0.16, 0.56, -1.61], [-1.40, 0.33, -1.74], [0.06, 1.37, 0.55], [0.91, -1.32, -0.71], [-1.45, -0.27, -0.74], [0.25, 0.76, 1.51], [-0.38, 0.31, 1.73], [0.91, 1.08, -1.11], [-1.74, -0.37, -0.64], [0.82, -1.45, -0.27], [-0.10, 0.58, 1.57], [0.38, 1.37, -1.24], [-0.34, 0.95, -1.53], [-1.32, -0.36, -1.48], [-1.43, -1.64, -0.23], [-0.23, -1.50, 1.50], [1.40, 0.52, 1.34], [-0.55, -0.02, -0.71], [0.63, -0.88, 0.10], [-0.17, 0.03, 0.03], [0.04, -0.15, -0.13], [-0.09, -0.06, 0.12], [-0.33, -0.26, 0.03], [0.10, 0.14, 0.03], [0.13, 0.05, -0.07], [-0.18, -0.17, 0.03], [0.05, 0.15, 0.02], [0.15, 0.02, -0.02], [0.13, 0.04, -0.06], [-0.15, -0.03, -0.01], [0.09, 0.05, -0.10], [-0.37, -0.61, -0.39], [-0.28, 0.03, 0.21], [0.08, 0.24, -0.17], [0.24, 0.36, 0.15], [-0.07, -0.11, -0.04], [-0.11, 0.00, -0.10], [0.04, -0.09, -0.26], [0.02, 0.08, 0.12], [-0.06, -0.03, 0.12], [-0.07, -0.21, 0.06], [0.03, 0.12, -0.11], [0.14, 0.05, -0.05], [-0.09, -0.19, 0.22], [0.00, 0.01, -0.06], [0.13, 0.09, -0.10], [-0.01, 0.21, -0.50], [-0.10, -0.02, 0.09], [0.05, 0.01, 0.13], [0.12, -0.12, -0.13], [0.18, -0.08, 0.05], [-0.29, -0.03, 0.06], [-0.10, -0.27, 0.17], [0.00, 0.13, -0.11], [0.11, 0.28, 0.03], [0.28, 0.17, 0.21], [-0.03, -0.07, -0.08], [-0.14, -0.03, -0.12], [0.60, 0.23, 0.62], [-0.12, 0.01, -0.06], [-0.10, 0.12, -0.08], [0.03, -0.40, -0.02], [0.01, 0.15, -0.04], [-0.09, 0.13, 0.04], [0.01, 0.09, 0.65], [-0.01, 0.04, -0.10], [0.06, -0.07, -0.04], [0.00, 0.09, -0.16], [-0.11, -0.10, 0.03], [0.12, -0.01, 0.05], [-0.03, -0.16, 0.07], [0.02, 0.00, -0.03], [0.06, 0.08, -0.09], [0.08, -0.28, 0.04], [-0.04, 0.12, -0.06], [0.10, 0.13, 0.00]],
  "mulliken_charge": [-0.35, -0.40, -0.42, -0.25, -0.76, 0.34, -0.17, -0.71, -0.33, -0.09, 0.33, -0.27, -0.59, 0.64, -0.03, -0.52, -0.49, -0.61, 0.63, -0.75, -0.89, -0.69, 0.17, -0.11, -0.57, 1.33, -0.25, -0.71, -0.14, -1.14, -0.44, 0.69, -0.45, 0.26, 0.21, 0.03, 0.39, 0.27, 0.07, 0.28, 0.24, 0.28, -0.37, 0.13, 0.44, -0.01, 0.23, 0.32, 0.04, 0.31, 0.35, -0.06, 0.32, 0.33, 0.14, 0.40, 0.16, 0.24, 0.19, 0.25, 0.25, 0.28, 0.15, 0.34, 0.26, 0.21, 0.30, 0.50, 0.40, 0.50, 0.07, -0.10, -0.62, 0.28, 0.27, -0.62, 0.30, 0.29, -0.62, 0.31, 0.27, -0.43, 0.16, 0.26, -0.75, 0.21, 0.32, -0.64, 0.31, 0.28, -0.55, 0.27, 0.29, -0.58, 0.28, 0.32, -0.63, 0.34, 0.31, -0.57, 0.28, 0.28, -0.72, 0.34, 0.38, -0.63, 0.32, 0.34, -0.59, 0.28, 0.26, -0.54, 0.24, 0.25, -0.61, 0.30, 0.29, -0.62, 0.31, 0.18, -0.65, 0.32, 0.32, -0.66, 0.37, 0.32, -0.63, 0.33, 0.31]
}



| no. | LUMO (eV) | F_max (eV/A) | E_HOMO (eV) |
| --- | --- | --- | --- |
| 1 | -4.62 | 4.0 | -14.61 |
| 2 | -0.23 | 2.1 | -9.10 |
| 3 | -0.52 | 5.0 | -8.82 |